[1]
DFT (ωB97M-V with the def2-TZVPD basis set) results for C12H3BrCl5MnNO2 as an isolated structure.

```
25
Properties=species:S:1:pos:R:3:forces:R:3:lowdin_charge:R:1
Mn 0.14368 -0.17849 0.10002 -0.79 0.70 -0.43 0.813
Br 2.33113 2.57618 0.78625 0.02 -0.05 -0.02 0.794
C 0.48310 2.88951 1.00967 0.10 0.22 0.02 -0.727
C 0.02289 4.13904 1.37533 0.02 0.02 0.02 -0.089
C -1.34690 4.29048 1.52617 -0.08 0.12 0.01 -0.025
C -2.19197 3.21317 1.31366 -0.04 0.07 0.02 0.022
C -1.63327 2.00626 0.94825 -0.18 0.06 -0.17 -0.163
N -0.31460 1.86239 0.79629 0.30 -0.38 0.00 -0.004
C -2.48953 0.76409 0.69337 0.24 -0.19 0.55 -0.589
O -3.68264 0.86745 0.86343 -0.13 -0.07 -0.22 0.087
O -1.80665 -0.29501 0.40462 -0.23 0.10 -0.04 -0.142
H 0.71438 4.95270 1.53482 -0.02 0.00 0.00 0.107
H -1.74987 5.25635 1.80526 0.01 -0.03 0.01 0.119
H -3.26563 3.27173 1.41697 0.01 0.02 0.00 0.127
Cl 1.94084 -1.74009 0.68694 0.51 -0.41 0.00 0.678
C 2.16999 -1.47114 -1.08148 0.27 -0.24 0.29 -0.646
C 1.26894 -0.60362 -1.63646 -0.01 -0.04 0.42 -0.276
C 1.43482 -0.36800 -2.98129 -0.12 0.19 -0.41 -0.707
Cl 0.33422 0.73433 -3.76194 0.11 -0.09 0.02 0.656
C 2.44547 -0.97714 -3.72346 0.01 0.01 -0.09 -0.697
Cl 2.61708 -0.66339 -5.40666 -0.01 0.00 0.05 0.686
C 3.33351 -1.85750 -3.09441 0.04 -0.02 -0.06 -0.699
Cl 4.58833 -2.62176 -3.98643 -0.03 0.03 -0.01 0.693
C 3.20379 -2.11901 -1.73420 0.09 -0.11 0.13 -0.708
Cl 4.27290 -3.18856 -0.90850 -0.09 0.09 -0.08 0.690
```
Positions in Å, forces in eV/Å.

Properties
- 2S+1: 6

[2]
DFT (ωB97M-V with the def2-TZVPD basis set) results for one molecule with the formula C6H13NS.

```
21
Properties=species:S:1:pos:R:3:forces:R:3:lowdin_charge:R:1
C -0.24296 0.71326 -0.00799 1.83 0.36 -1.82 -0.524
C -0.01332 -0.74271 -0.16318 -2.61 -0.45 0.87 -0.669
C 0.30172 1.54924 1.14182 0.85 -1.86 0.02 -0.060
C -1.12714 1.24123 -1.07547 -3.01 2.59 0.05 -0.131
C 0.44939 -1.43063 1.05429 0.29 -1.71 0.46 -0.102
C -1.06233 -1.57868 -0.94540 4.90 -2.02 0.52 -0.045
N 2.48240 0.02268 0.22095 -1.09 -0.20 -3.02 -0.409
S 1.30515 0.14576 -1.04376 2.68 -0.23 2.27 1.057
H 1.44401 1.53843 1.29670 -1.73 -1.10 -0.26 0.098
H -0.20461 1.21500 2.02736 0.05 0.09 0.79 0.076
H 0.18491 2.56429 1.00718 -1.19 2.29 -0.55 0.047
H -0.90477 2.30090 -1.34065 0.34 -0.71 0.05 0.088
H -2.20843 1.40174 -0.67742 1.42 -0.76 -0.60 0.121
H -1.19091 0.65712 -2.02150 0.20 0.43 0.94 0.075
H 0.25442 -2.52461 0.81633 0.81 1.05 0.84 0.090
H -0.15916 -1.17954 1.98930 1.07 -0.05 -1.28 0.111
H 1.56329 -1.07707 1.01919 -1.34 -1.13 1.43 0.044
H -1.89496 -1.73412 -0.41674 -3.37 0.03 2.28 0.050
H -0.73532 -2.64730 -1.14947 0.40 1.13 0.65 0.116
H -1.26535 -1.30159 -1.88450 -0.97 1.68 -3.37 0.019
H 3.02398 0.86659 0.15297 0.48 0.57 -0.26 -0.052
```
Positions in Å, forces in eV/Å.

Properties
- 2S+1: 1
- Relative energy (zero: lowest compared OMol25 entry of this formula, charge and spin): 96.7 kcal/mol

[3]
DFT (ωB97M-V with the def2-TZVPD basis set) results for a 2-piece molecular cluster, C4H9FN3 overall.

```
17
Properties=species:S:1:pos:R:3:forces:R:3:lowdin_charge:R:1
C -0.12131 0.93522 -0.08243 -0.76 -0.78 -0.60 -0.305
C 2.16069 1.15209 0.33568 0.87 1.20 -0.23 0.078
C 1.17140 -0.76020 -1.04254 0.04 -1.79 -2.54 -0.229
C -1.53648 1.37752 0.24217 0.75 -1.49 -0.89 0.028
N 0.95039 1.45042 0.56842 1.41 0.30 1.88 0.118
N 0.16891 -0.14541 -0.73521 -3.14 4.35 0.79 0.169
N -1.36492 -1.75048 0.33745 -2.67 -0.21 -3.21 0.057
F 1.46425 -1.75992 -0.30522 1.77 -1.44 0.62 0.195
H 3.00682 1.27605 1.05411 -1.13 0.27 -0.22 0.129
H 2.55129 0.85578 -0.66807 -0.47 -0.17 0.42 0.112
H 1.51830 -0.62622 -2.05836 0.97 -0.81 -0.07 0.175
H -1.65612 0.71408 1.16150 -0.43 1.15 -0.84 0.115
H -2.20402 0.98866 -0.58797 0.62 0.62 1.23 0.115
H -1.62422 2.46233 0.42179 0.08 -0.71 0.11 0.102
H -0.71706 -2.16297 0.90340 2.28 -1.73 1.52 -0.013
H -1.61683 -2.40486 -0.49787 0.40 1.48 2.42 0.114
H -2.15109 -1.60209 0.95313 -0.58 -0.23 -0.38 0.041
```
Positions in Å, forces in eV/Å.

Properties
- 2S+1: 1
- Relative energy (zero: lowest compared OMol25 entry of this formula, charge and spin): 80.1 kcal/mol
- Net charge: +1

[4]
DFT (ωB97M-V with the def2-TZVPD basis set) results for a 3-piece molecular cluster, C33H40F13N7O7PS overall.

```
102
Properties=species:S:1:pos:R:3:forces:R:3:lowdin_charge:R:1
C 0.67764 0.32185 4.99608 -0.73 -0.26 -0.71 -0.109
O 1.36776 1.33222 4.21483 -1.38 0.24 -0.26 -0.238
C 0.43582 2.05283 3.35661 0.04 -0.03 0.01 -0.228
C -0.22730 1.12095 2.24341 0.02 0.37 -1.00 -0.167
C -1.35804 1.87423 1.36607 0.32 0.62 0.07 -0.189
C -0.86386 3.28983 0.80884 0.87 0.07 0.17 -0.195
C 0.41991 3.16017 -0.17953 -0.72 0.46 0.30 -0.176
C -0.14673 3.19619 -1.70429 0.85 -0.09 0.42 -0.123
C 0.92677 2.71263 -2.76044 4.02 0.07 -1.92 0.039
C 0.74177 1.61014 -3.82961 -1.40 0.29 0.59 -0.114
C -0.73500 0.94238 -3.86010 1.50 0.03 -1.22 -0.092
C -0.62554 -0.46271 -3.07078 -0.51 1.05 -0.48 -0.056
C -0.87258 -1.65988 -4.08179 -1.49 0.12 0.30 -0.311
F -0.22233 -1.53812 -5.32330 -0.94 -0.28 2.47 0.076
F -2.28044 -1.64933 -4.36912 2.66 -0.01 0.38 0.053
C -0.60829 -3.12510 -3.43651 -2.08 -0.49 -1.66 -0.224
F -1.37540 -3.26658 -2.27300 1.94 0.45 -1.86 0.106
F -1.17574 -4.03211 -4.38461 1.31 1.69 2.17 0.085
C 0.94309 -3.49125 -3.28843 0.94 -0.61 -2.78 -0.209
F 1.24233 -4.29486 -4.43240 -0.60 1.62 2.61 0.093
F 1.78589 -2.35301 -3.46782 -1.93 -2.26 1.12 0.073
C 1.33721 -4.39847 -2.04049 1.18 -3.56 -1.70 -0.306
F 2.52315 -5.09129 -2.42081 -2.52 1.96 0.83 0.072
F 0.39925 -5.43435 -1.80536 1.96 2.95 -0.92 0.097
S 1.73107 -3.52574 -0.44140 0.91 -0.90 4.68 0.978
F 0.83183 -2.18071 -0.79777 1.40 -1.72 -0.04 -0.168
F 0.37880 -4.24069 0.25304 1.99 1.61 -0.95 -0.174
F 2.61628 -4.87786 0.04050 -1.52 2.14 -0.70 -0.170
F 3.15270 -2.88145 -0.99493 -2.60 -0.54 0.25 -0.149
F 2.05851 -2.85072 1.03917 -0.52 -0.84 -2.38 -0.154
N 1.60524 1.07672 -4.77237 -1.85 1.94 2.48 0.115
N 2.83090 1.60547 -4.83446 -0.97 2.70 2.41 -0.124
P 3.90793 0.86237 -6.08271 2.39 -3.24 -2.24 0.687
N 5.20594 0.20044 -5.46975 -2.48 1.80 -0.06 -0.116
O 3.02055 -0.36546 -6.87711 0.75 3.88 1.21 -0.150
O 4.20165 2.03593 -7.28603 -1.77 -1.12 2.64 -0.163
C 3.19384 2.65969 -3.96511 1.44 1.36 0.82 -0.076
C 4.68462 3.25739 -4.16169 -0.56 0.17 1.19 -0.100
C 5.73054 2.61703 -3.12955 0.28 -0.82 0.77 -0.193
N 5.45430 1.64213 -2.30632 0.54 2.12 -1.93 0.078
C 2.37847 3.32450 -2.85070 -2.70 -3.12 -1.90 -0.001
C 2.87964 4.48270 -1.87856 -0.51 -0.59 -0.04 -0.104
C 3.61984 3.88754 -0.59355 -0.08 1.17 2.61 -0.209
N 3.57670 4.56537 0.53765 0.24 -1.87 -2.79 0.082
H 0.78169 -0.68018 4.45107 -0.03 1.17 1.10 0.092
H 1.08867 0.30189 6.05827 -0.55 -0.01 -1.53 0.103
H -0.44471 0.57237 4.96376 1.55 -0.46 0.57 0.096
H 1.05161 2.91965 2.91821 -0.92 -1.42 0.43 0.125
H -0.39105 2.52790 3.99109 0.96 -0.62 -0.71 0.132
H -0.69854 0.16998 2.66126 0.67 1.38 -0.30 0.114
H 0.58806 0.77199 1.50981 -1.00 0.41 1.20 0.103
H -2.30993 2.06646 1.99410 1.71 -0.59 -1.24 0.096
H -1.57644 1.21928 0.44438 -0.08 0.79 1.52 0.111
H -1.68177 3.88752 0.26512 1.01 -1.08 0.77 0.119
H -0.53009 3.95792 1.67788 -0.57 -0.97 -1.15 0.107
H 1.08473 4.04689 0.06633 -0.79 -1.18 -0.64 0.078
H 1.03253 2.21863 0.02934 -0.97 1.18 -0.37 0.114
H -1.10816 2.59362 -1.68392 1.37 0.58 -0.43 0.107
H -0.42829 4.27793 -1.93583 0.41 -1.37 0.12 0.143
H -1.53609 1.63909 -3.46567 1.23 -0.94 -0.30 0.113
H -0.95751 0.80943 -4.98211 0.24 -0.08 1.79 0.133
H 0.39512 -0.48297 -2.57601 -1.35 -0.42 -0.63 0.113
H -1.44913 -0.43483 -2.26888 1.31 -0.62 -1.23 0.150
H 5.18382 0.36786 -4.45163 0.37 -0.36 -0.41 -0.030
H 2.31850 0.04212 -7.43999 0.51 -0.52 0.33 0.086
H 3.77933 2.87280 -6.98468 0.35 -0.48 -0.64 0.072
H 4.63496 4.37265 -3.87477 0.02 -1.69 -0.51 0.116
H 5.03832 3.24104 -5.23927 -0.21 -0.32 1.44 0.102
H 6.78123 3.08305 -3.08086 -1.68 -0.37 -0.55 0.140
H 6.30421 1.45525 -1.74737 -0.56 -0.02 -0.26 0.074
H 3.51940 5.27595 -2.39219 -0.71 -1.30 0.57 0.123
H 1.92925 5.03448 -1.53786 1.56 -0.87 -0.39 0.122
H 4.15147 2.88480 -0.56166 -0.83 1.17 -0.91 0.104
H 4.08968 4.02269 1.26385 -0.40 0.51 -0.58 0.066
C -7.40543 3.04943 5.39158 0.01 -0.02 -0.01 -0.066
C -6.60945 3.71916 4.46727 -0.01 -0.23 0.03 -0.065
C -5.80201 3.00014 3.59353 0.04 0.07 -0.05 -0.005
C -5.80321 1.60807 3.65166 -0.45 0.46 0.51 -0.144
C -6.59175 0.93171 4.57935 -0.03 -0.14 0.02 0.004
C -7.39399 1.65918 5.45110 0.13 0.17 -0.16 -0.059
N -4.97380 0.84525 2.71714 0.11 -0.42 -0.15 -0.331
O -4.27770 1.47153 1.92666 -0.51 -0.26 0.24 0.025
O -5.02426 -0.37104 2.77440 0.07 0.58 -0.08 0.092
H -8.03886 3.61398 6.06855 0.08 -0.06 -0.07 0.111
H -6.62119 4.80292 4.42627 0.03 -0.13 -0.02 0.109
H -5.18660 3.53334 2.87806 -0.03 -0.24 0.02 0.116
H -6.59390 -0.15108 4.63344 0.13 0.14 -0.16 0.122
H -8.01410 1.14261 6.17540 0.09 0.01 -0.10 0.112
C -0.65404 -7.85702 3.55949 -0.02 0.02 0.01 -0.069
C 0.16161 -6.74343 3.38348 -0.23 -0.01 0.08 -0.066
C -0.28170 -5.48631 3.77835 0.08 0.06 -0.02 -0.005
C -1.54403 -5.35688 4.35337 0.29 -0.75 -0.25 -0.144
C -2.36842 -6.46602 4.52552 -0.11 -0.03 0.05 0.001
C -1.91795 -7.71902 4.12514 0.19 0.18 -0.05 -0.063
N -2.00517 -4.03850 4.79365 -0.25 0.45 0.18 -0.348
O -1.26288 -3.08512 4.60957 -0.22 -0.31 0.03 0.057
O -3.10229 -3.96657 5.32251 0.47 -0.04 -0.23 0.079
H -0.30243 -8.83790 3.25515 -0.04 0.11 0.03 0.109
H 1.14535 -6.85644 2.94070 -0.10 0.06 0.05 0.108
H 0.36295 -4.62651 3.63603 -0.22 0.00 0.11 0.115
H -3.35369 -6.37187 4.96777 0.17 0.19 -0.03 0.121
H -2.55060 -8.58988 4.25729 0.04 0.13 0.00 0.110
```
Positions in Å, forces in eV/Å.

Properties
- 2S+1: 1
- Net charge: +1

The following energy values (in Eh) correspond, in order, to the records above: -6690.3542 -689.1999 -421.5674 -4228.4876.